Entry 1:
Molecular formula: C2H12N2O3
Method: DFT, ωB97M-V/def2-TZVPD

Geometry as XYZ:
```
19
Properties=species:S:1:pos:R:3:lowdin_charge:R:1
C 2.32 1.56 0.77 -0.154
N 2.58 1.86 -1.89 0.074
C 1.47 1.27 -1.31 -0.338
N 1.11 1.40 -0.09 -0.039
H 2.56 2.62 0.76 0.065
H 3.13 0.89 0.41 0.073
H 2.19 0.96 1.66 0.059
H 2.86 2.72 -1.45 0.091
H 2.92 1.63 -2.78 0.073
H 0.91 0.78 -2.13 0.113
H -1.32 -0.70 -0.66 0.039
H -2.59 -0.15 -0.57 0.048
O -2.09 -0.62 -1.25 -0.070
H -4.26 -1.07 6.12 0.041
H -3.11 -2.12 6.05 0.022
O -4.04 -2.00 5.93 -0.063
H -1.96 -2.54 -2.68 0.009
H -1.01 -3.11 -3.75 0.013
O -1.68 -3.35 -3.13 -0.057
```

Energy above the lowest of the compared OMol25 structures with the same formula, charge and spin in kcal/mol: 44.89
Highest occupied orbital energy in eV: -9.04
LUMO in eV: 0.6
SMILES string: C/N=C\N.O.O.O

Entry 2:
Molecular formula: C2H12N2O4
Method: DFT, ωB97M-V/def2-TZVPD

Geometry as XYZ:
```
20
Properties=species:S:1:pos:R:3:lowdin_charge:R:1
C -1.57 2.84 2.00 -0.070
N -0.51 2.64 1.00 0.000
C -0.16 1.32 0.74 -0.576
N 1.10 1.14 0.25 0.180
O -1.00 0.42 0.80 0.023
H -1.13 2.65 2.97 0.081
H -2.46 2.28 1.70 0.084
H -1.90 3.88 1.92 0.078
H 0.30 3.23 1.17 0.116
H 1.76 1.86 0.02 0.109
H 1.20 0.31 -0.31 0.077
H -0.60 -1.05 0.11 0.022
H -0.15 -2.41 0.59 0.073
O -0.04 -1.82 -0.18 -0.097
H -0.14 -3.42 -1.66 0.008
H -0.13 -4.37 -2.81 0.054
O 0.45 -4.05 -2.09 -0.072
H 2.19 -2.38 -2.25 0.024
H 0.98 -1.58 -1.76 -0.030
O 1.82 -1.49 -2.23 -0.085
```

Energy above the lowest of the compared OMol25 structures with the same formula, charge and spin in kcal/mol: 11.38
Highest occupied orbital energy in eV: -10.27
LUMO in eV: 0.6
SMILES string: CNC(N)=O.O.O.O

Entry 3:
Molecular formula: C2H12N3O2
Method: DFT, ωB97M-V/def2-TZVPD

Geometry as XYZ:
```
19
Properties=species:S:1:pos:R:3:lowdin_charge:R:1
C -1.38 0.36 1.29 -0.006
N -0.50 1.38 0.70 0.066
C 0.33 1.26 -0.30 -0.449
N 1.25 2.19 -0.62 0.196
N 0.28 0.21 -1.13 0.199
H -2.42 0.64 1.12 0.102
H -1.12 0.24 2.33 0.102
H -1.16 -0.60 0.84 0.049
H -0.60 2.26 1.16 0.154
H 1.17 3.09 -0.16 0.124
H 1.51 2.26 -1.58 0.126
H 1.16 -0.10 -1.50 0.129
H -0.32 -0.60 -1.01 0.070
H 1.63 -1.22 1.27 0.055
H 1.55 -2.61 0.75 0.066
O 1.13 -1.74 0.64 -0.052
H -0.83 -3.27 -0.25 0.058
H -1.43 -2.66 -1.52 0.064
O -1.15 -2.45 -0.63 -0.051
```

Total charge: +1
Energy above the lowest of the compared OMol25 structures with the same formula, charge and spin in kcal/mol: 7.76
Highest occupied orbital energy in eV: -14.59
LUMO in eV: -2.9

Entry 4:
Molecular formula: C2H12NO2
Method: DFT, ωB97M-V/def2-TZVPD

Geometry as XYZ:
```
17
Properties=species:S:1:pos:R:3:lowdin_charge:R:1
C -1.12 -1.82 1.43 -0.160
C -0.63 -0.41 1.50 -0.305
N -0.21 0.12 0.16 0.078
H -1.32 -2.21 2.45 0.079
H -2.05 -2.02 0.89 0.064
H -0.44 -2.61 1.08 0.065
H -1.38 0.18 1.94 0.085
H 0.27 -0.30 2.07 0.106
H 0.63 -0.36 -0.16 0.077
H -0.13 1.15 0.14 0.078
H -0.91 -0.15 -0.57 0.046
H 1.17 -1.84 -2.08 0.021
H 2.10 -0.67 -2.47 0.037
O 1.36 -0.90 -1.90 -0.148
H 0.85 3.52 -0.35 0.031
H -0.33 2.86 -1.26 0.011
O 0.36 2.72 -0.59 -0.163
```

Energy above the lowest of the compared OMol25 structures with the same formula, charge and spin in kcal/mol: 0.00
Highest occupied orbital energy (spin up / spin down) in eV: -2.65 / -11.87
2S+1: 2
LUMO (spin up / spin down) in eV: 0.8 / 0.6

Entry 5:
Molecular formula: C2H12NO2
Method: DFT, ωB97M-V/def2-TZVPD

Geometry as XYZ:
```
17
Properties=species:S:1:pos:R:3:lowdin_charge:R:1
C 0.53 0.69 -1.73 -0.071
C -0.12 1.08 -0.44 -0.187
N 0.15 0.03 0.60 0.172
H 0.31 1.38 -2.54 0.098
H 0.25 -0.33 -2.00 0.069
H 1.61 0.78 -1.68 0.091
H -1.19 1.18 -0.54 0.121
H 0.21 2.03 -0.04 0.134
H 0.96 0.19 1.21 0.183
H -0.64 -0.08 1.25 0.102
H 0.30 -0.92 0.21 0.106
H 1.81 -3.00 -0.37 0.083
H 1.01 -2.45 -1.56 0.068
O 1.22 -2.27 -0.63 -0.047
H -2.40 0.61 2.03 0.055
H -2.28 0.51 3.51 0.075
O -1.72 0.56 2.72 -0.050
```

Total charge: +1
Energy above the lowest of the compared OMol25 structures with the same formula, charge and spin in kcal/mol: 7.35
Highest occupied orbital energy in eV: -16.06
LUMO in eV: -3.1

Entry 6:
Molecular formula: C2H12NO2S
Method: DFT, ωB97M-V/def2-TZVPD

Geometry as XYZ:
```
18
Properties=species:S:1:pos:R:3:lowdin_charge:R:1
C -0.36 -0.05 1.27 -0.237
C 0.63 1.06 1.41 -0.549
S -0.06 2.63 0.81 0.770
N -0.70 -0.48 -0.15 0.165
H -0.16 -1.00 1.78 0.124
H -1.30 0.28 1.75 0.123
H 0.77 1.19 2.50 0.091
H 1.68 0.83 1.18 0.098
H 0.50 2.68 -0.40 -0.161
H -1.71 -0.55 -0.28 0.165
H -0.30 -0.01 -0.98 0.107
H -0.29 -1.44 -0.25 0.093
H 0.18 1.24 -3.25 0.058
H -0.93 2.00 -2.52 0.075
O -0.45 1.15 -2.53 -0.057
H 1.10 -3.08 0.62 0.080
H 0.70 -3.62 -0.75 0.076
O 0.70 -2.82 -0.22 -0.019
```

Total charge: +1
Energy above the lowest of the compared OMol25 structures with the same formula, charge and spin in kcal/mol: 7.89
Highest occupied orbital energy in eV: -12.97
LUMO in eV: -3.0

Entry 7:
Molecular formula: C2H12NO3
Method: DFT, ωB97M-V/def2-TZVPD

Geometry as XYZ:
```
18
Properties=species:S:1:pos:R:3:lowdin_charge:R:1
C 0.15 1.22 -0.78 -0.144
C 1.19 1.92 -0.40 0.078
N 0.05 -0.20 -0.39 0.154
H -0.63 1.54 -1.45 0.114
H 1.40 2.96 -0.57 0.083
H 1.96 1.43 0.19 0.078
H -0.31 -0.32 0.56 0.104
H -0.39 -0.84 -1.03 0.163
H 1.03 -0.58 -0.30 0.098
H -3.26 0.29 -0.84 0.067
H -3.03 0.19 0.64 0.060
O -2.56 0.40 -0.18 -0.041
H -1.56 -1.67 2.56 0.060
H -0.41 -0.98 3.31 0.061
O -0.84 -1.05 2.45 -0.043
H 2.77 -2.16 -1.59 0.083
H 2.75 -1.30 -0.31 0.065
O 2.31 -1.42 -1.17 -0.039
```

Total charge: +1
Energy above the lowest of the compared OMol25 structures with the same formula, charge and spin in kcal/mol: 22.08
Highest occupied orbital energy in eV: -14.59
LUMO in eV: -3.0

Entry 8:
Molecular formula: C2H12NO4
Method: DFT, ωB97M-V/def2-TZVPD

Geometry as XYZ:
```
19
Properties=species:S:1:pos:R:3:lowdin_charge:R:1
O -0.36 -2.40 1.50 0.053
C 0.45 -1.76 2.14 -0.196
C 0.74 -0.37 1.64 -0.096
N -0.12 -0.24 0.38 0.141
H 0.95 -2.19 3.07 0.160
H 0.48 0.46 2.32 0.134
H 1.89 -0.34 1.42 0.176
H -0.27 0.67 -0.03 0.090
H 0.11 -0.88 -0.49 0.154
H -1.05 -0.76 0.60 0.187
H -0.43 -2.51 -2.21 0.027
H 0.73 -1.76 -3.07 0.100
O 0.15 -1.78 -2.26 -0.041
H -1.24 1.72 -3.00 0.039
H -2.18 1.98 -1.72 0.003
O -1.60 1.43 -2.18 -0.007
H 1.24 2.64 1.01 0.075
H 0.16 3.51 0.32 0.080
O 0.36 2.57 0.56 -0.079
```

Total charge: +1
Energy above the lowest of the compared OMol25 structures with the same formula, charge and spin in kcal/mol: 20.22
Highest occupied orbital energy in eV: -14.76
LUMO in eV: -3.1

Entry 9:
Molecular formula: C2H12O3
Method: DFT, ωB97M-V/def2-TZVPD

Geometry as XYZ:
```
17
Properties=species:S:1:pos:R:3:lowdin_charge:R:1
C -1.46 0.61 3.19 -0.180
C -2.00 1.25 1.91 -0.162
H -2.17 0.18 3.89 0.060
H -0.85 -0.26 2.93 0.050
H -0.89 1.35 3.76 0.062
H -2.61 0.47 1.43 0.063
H -1.19 1.54 1.26 0.060
H -2.67 2.08 2.12 0.059
H 1.65 0.66 -5.32 0.027
H 1.39 0.62 -3.81 0.049
O 1.15 0.21 -4.65 -0.048
H 1.44 -0.33 2.34 0.006
H 2.77 -0.29 1.63 0.050
O 1.82 -0.46 1.48 -0.069
H 0.58 -2.14 -3.82 0.025
H 1.73 -2.70 -4.61 0.016
O 1.31 -2.78 -3.76 -0.070
```

Energy above the lowest of the compared OMol25 structures with the same formula, charge and spin in kcal/mol: 10.52
Highest occupied orbital energy in eV: -10.96
LUMO in eV: 0.7
SMILES string: CC.O.O.O

Entry 10:
Molecular formula: C2H12O5
Method: DFT, ωB97M-V/def2-TZVPD

Geometry as XYZ:
```
19
Properties=species:S:1:pos:R:3:lowdin_charge:R:1
O -0.42 0.56 -0.35 0.034
C -1.14 0.57 -1.31 -0.301
C -2.64 0.73 -1.31 -0.044
H -0.69 0.58 -2.33 0.121
H -3.04 0.27 -0.40 0.080
H -2.92 1.78 -1.36 0.084
H -2.98 0.08 -2.13 0.075
H -3.02 -4.98 2.63 0.031
H -1.66 -4.37 2.57 0.032
O -2.10 -5.20 2.80 -0.062
H 0.57 0.59 1.69 -0.011
H 0.13 1.86 2.34 0.031
O 0.54 1.02 2.55 -0.067
H 3.87 0.50 -0.02 0.054
H 2.54 -0.27 0.14 0.048
O 2.94 0.49 -0.27 -0.042
H 2.65 1.58 -1.89 -0.013
H 1.75 2.76 -2.20 0.027
O 2.28 2.07 -2.64 -0.076
```

Energy above the lowest of the compared OMol25 structures with the same formula, charge and spin in kcal/mol: 13.91
Highest occupied orbital energy in eV: -10.35
LUMO in eV: 0.4
SMILES string: CC=O.O.O.O.O

Q: The lowest energy above the lowest of the compared OMol25 structures with the same formula, charge and spin belongs to which entry?
A: number 4

Q: Look up the energy above the lowest of the compared OMol25 structures with the same formula, charge and spin of the fourth one.
A: 0.00 kcal/mol

Q: What is the energy above the lowest of the compared OMol25 structures with the same formula, charge and spin in the seventh record?
A: 22.08 kcal/mol